A structure of composition C21H30AuO2P2S at a distorted geometry. Source: the OMol25 dataset; level of theory: ωB97M-V/def2-TZVPD.

Geometry as ORCA input:
```
! wB97M-V def2-TZVPD RIJCOSX def2/J DEFGRID3
* xyz 1 1
H -0.499 1.817 3.842
H 4.162 -2.084 1.399
S -0.836 1.625 -1.100
H 1.208 0.225 4.635
C -2.923 2.509 -5.012
C -2.281 3.518 -4.291
C 2.569 -0.662 1.658
H -1.224 0.432 2.988
C -0.761 1.408 2.867
C -1.230 -3.331 1.052
C -2.312 0.912 -3.308
H -2.415 -4.870 0.106
H -2.310 -0.097 -2.921
H 4.295 -1.327 -0.872
H -3.390 0.431 -5.098
H 2.628 2.777 1.890
H -0.397 -1.523 1.875
H 4.389 -2.508 3.810
H 1.628 2.911 3.354
C 1.758 0.016 2.572
H -0.906 -3.527 3.206
H 2.999 -1.416 -2.078
H -3.220 -3.307 0.216
P 0.709 1.277 1.776
C 3.642 -1.814 3.458
H -2.234 4.533 -4.661
C -1.670 1.927 -2.592
H 3.389 1.138 -1.589
H 3.932 1.367 0.092
H 2.873 -1.420 5.410
C 2.798 -1.187 4.360
C 3.235 -1.535 -1.020
H -0.260 -3.796 0.838
O -4.022 3.998 -6.567
H 3.005 -2.559 -0.725
H -1.473 2.075 2.384
H 1.084 3.650 1.824
H -2.042 -1.341 1.205
C 3.062 1.225 -0.553
C -1.084 -1.837 1.092
C 1.608 2.803 2.269
O -3.833 1.859 -7.095
H -1.154 4.005 -2.536
P 2.223 -0.334 -0.088
C -2.912 1.203 -4.514
H -2.587 -3.249 2.737
H -1.844 -4.832 2.479
C 3.520 -1.571 2.099
H -1.943 -3.566 -0.978
C -1.667 -3.760 2.466
H 2.379 2.067 -0.455
C -2.265 -3.796 0.034
C -1.656 3.231 -3.097
Au -0.144 -0.797 -0.591
C -3.623 2.747 -6.319
C 1.858 -0.266 3.925
H -3.832 4.623 -5.856
*
```

Values from the calculation:
- HOMO (spin up / spin down): -10.7593 / -10.9248 eV
- E: -59456.365 eV
- E_LUMO (spin up / spin down): -6.1 / -6.1 eV
- Strongest force on any atom: 1.9 eV Å⁻¹